The following is a DFT calculation (ωB97M-V/def2-TZVPD) of C26H27N5O2 as an isolated structure in a non-equilibrium geometry.

```
! wB97M-V def2-TZVPD RIJCOSX def2/J DEFGRID3
* xyz 0 1
O 0.33 0.64 -3.02
C 0.03 0.15 -1.88
N 0.95 -0.71 -1.15
H 0.79 -0.84 -0.32
C 2.19 -0.97 -2.01
H 2.26 -0.92 -2.99
H 2.75 -1.69 -1.51
C 3.34 0.05 -1.57
H 3.53 0.13 -0.49
C 4.65 -0.07 -2.20
N 4.72 -0.48 -3.49
C 5.88 -1.05 -4.25
C 6.67 0.19 -4.67
O 6.30 1.19 -5.23
C 5.06 1.66 -4.80
C 4.13 0.80 -4.45
H 3.08 1.25 -4.05
H 3.78 0.32 -5.41
H 4.67 2.38 -5.34
H 5.46 2.36 -3.73
H 7.67 -0.29 -5.13
H 7.37 0.70 -3.50
H 6.30 -1.68 -3.46
H 5.63 -1.26 -5.08
H 5.37 0.48 -1.97
H 5.11 -0.98 -1.66
H 2.84 1.22 -1.97
C -1.02 0.31 -1.06
C -1.26 0.19 0.12
N -0.65 -0.50 1.08
C -1.12 -0.85 2.31
C -2.47 -0.37 2.47
C -3.19 0.40 1.68
N -2.66 0.64 0.30
N -3.12 1.24 -0.71
C -2.13 1.04 -1.42
H -2.45 1.39 -2.62
C -4.44 1.12 2.02
C -5.36 0.18 2.75
C -6.48 0.67 3.06
C -7.14 2.04 2.52
C -6.02 2.74 1.70
C -4.91 2.15 1.27
H -4.35 2.76 0.57
H -6.48 3.42 1.15
H -8.24 2.26 2.72
H -7.43 0.19 3.63
H -5.25 -0.65 3.12
H -2.87 -0.58 3.58
C -0.18 -1.47 3.22
C 0.60 -2.46 2.81
C 1.39 -3.15 3.70
C 1.11 -2.98 5.15
C 0.27 -1.82 5.52
C -0.55 -1.12 4.67
H -1.09 -0.40 5.15
H 0.19 -1.79 6.47
H 1.97 -3.36 5.72
H 2.16 -3.83 3.41
H 0.68 -2.30 1.92
*
```

As for the HOMO-LUMO gap: 6.899 eV. The value obtained for the relative energy (zero: lowest compared OMol25 entry of this formula, charge and spin) is 26.273 eV. The HOMO energy comes out at -7.856 eV.